# C20H37MgNO3SSi

C20H37MgNO3SSi as an isolated structure (wB97M-V/def2-TZVPD, OMol25).

Geometry as XYZ:
```
64
Properties=species:S:1:pos:R:3:forces:R:3:nbo_charge:R:1
C -0.159 -0.878 -4.626 -0.9456 0.8193 -1.0431 -0.328
C 0.874 -1.796 -4.434 1.3944 -0.1312 -0.8153 -0.375
C 1.807 -1.240 -3.501 0.1538 1.0482 -0.8734 -0.441
C 1.297 0.046 -3.088 -0.2254 -0.2569 -1.9240 -0.491
C 0.055 0.261 -3.811 1.4979 -0.0587 0.0591 -0.402
Mg 0.064 -1.495 -2.265 -1.7913 -1.0599 2.1215 1.703
C 0.018 -3.732 -2.100 0.2881 1.3519 -0.2111 -1.107
C -1.275 -3.210 -2.616 -6.7038 -3.0056 -3.3606 0.151
C -2.262 -3.821 -3.437 2.0765 -1.0501 -0.4773 -0.743
N -1.966 -2.081 -2.427 3.3411 7.6313 4.6362 -1.186
H 2.754 -1.676 -3.189 -0.3743 0.0008 0.0531 0.215
H 1.016 -2.739 -5.004 -0.3492 0.7222 0.8344 0.222
H 1.780 0.747 -2.444 0.0966 0.2030 0.4017 0.220
H -0.525 1.182 -3.786 -0.0471 -0.3934 0.1523 0.201
H -1.018 -0.990 -5.340 0.9002 -0.1193 1.0495 0.212
H 0.805 -4.032 -2.803 -0.7466 -0.3521 -0.1040 0.189
H -2.648 -1.281 -2.497 1.2568 -2.7187 -0.2853 0.429
H -0.010 -4.295 -1.176 -0.0758 0.1859 0.1764 0.201
H -2.122 -4.829 -3.641 -0.2755 -2.3276 -1.0832 0.129
H -3.029 -3.145 -3.843 0.1716 -1.1734 -0.0588 0.159
C 3.583 1.938 -0.081 0.0163 0.0960 -0.0084 -0.617
C 2.787 1.150 0.973 0.7183 -0.7451 0.3829 0.276
C 3.308 -0.310 0.999 0.4843 -0.1909 0.0347 -0.645
C 3.005 1.762 2.375 0.0845 0.0974 -0.0034 -0.627
O 1.439 1.250 0.620 -0.8797 0.2822 0.0158 -0.938
Si 0.124 0.201 0.730 -0.9311 1.1205 0.4327 2.060
S 0.459 -1.669 0.252 0.4921 -1.0326 -0.1939 -0.962
O -0.523 0.399 2.302 0.4633 0.7907 -1.1991 -0.942
C -0.728 -0.382 3.430 0.3402 -0.8884 0.0885 0.274
C -1.104 -1.842 3.107 -0.0922 -0.6728 0.2078 -0.650
C 0.555 -0.385 4.291 -0.0494 -0.0933 0.4085 -0.629
C -1.883 0.265 4.197 -0.0237 0.0293 0.2450 -0.615
O -1.024 0.875 -0.333 0.2685 0.5360 1.0990 -0.926
C -1.881 2.029 -0.236 0.8846 -0.4036 0.3909 0.273
C -3.059 1.739 -1.167 -0.0387 0.0652 -0.0926 -0.620
C -2.392 2.283 1.197 -0.3703 0.3901 0.0962 -0.631
C -1.083 3.278 -0.677 -0.1696 -0.1174 -0.1119 -0.630
H 4.671 1.904 0.136 -0.5271 0.0362 -0.1079 0.186
H 3.240 2.990 -0.054 0.1863 -0.4040 -0.1950 0.199
H 3.399 1.506 -1.086 0.1011 0.3081 0.5752 0.226
H 4.413 -0.295 1.193 -0.7403 0.0587 -0.1283 0.177
H 2.828 -0.908 1.808 0.2657 0.4175 -0.6969 0.221
H 3.120 -0.820 0.029 0.0549 0.3105 0.7279 0.251
H 2.692 2.823 2.352 0.0981 -0.4300 0.1477 0.197
H 2.415 1.216 3.144 0.3918 0.3986 -0.5938 0.219
H 4.085 1.707 2.634 -0.5804 0.0735 -0.0423 0.187
H -0.297 -2.374 2.544 -0.8196 0.5890 0.4245 0.262
H -1.283 -2.401 4.064 0.0588 0.4808 -0.6223 0.174
H -2.044 -1.869 2.511 0.6920 -0.0547 0.2321 0.220
H 0.814 0.664 4.562 -0.0475 -0.6824 -0.1426 0.197
H 0.334 -0.959 5.224 0.3628 0.3839 -0.5010 0.188
H 1.414 -0.871 3.759 -0.7952 0.4457 0.3590 0.221
H -1.616 1.317 4.422 -0.2796 -0.4558 -0.0554 0.200
H -2.806 0.232 3.581 0.5495 0.0664 0.4180 0.212
H -2.042 -0.298 5.138 -0.0972 0.3663 -0.3203 0.187
H -3.628 0.864 -0.799 0.3711 0.3426 -0.2526 0.221
H -3.732 2.610 -1.194 0.0704 -0.1542 -0.0344 0.178
H -2.690 1.544 -2.190 -0.1588 -0.0521 0.4649 0.226
H -1.571 2.544 1.906 -0.6320 -0.3648 -0.5845 0.226
H -3.080 3.160 1.131 0.3175 -0.5195 0.1592 0.181
H -2.969 1.413 1.581 0.4925 0.5329 -0.2040 0.214
H -0.209 3.430 -0.004 -0.5583 -0.1489 -0.5279 0.222
H -0.741 3.132 -1.722 -0.0486 0.1651 0.5660 0.217
H -1.756 4.160 -0.622 0.4324 -0.2880 -0.1059 0.180
```
Forces are in eV/Å.

Summary:
HOMO energy	1.4467	eV
spin multiplicity	1
LUMO	4.56	eV
net charge	-2



# C20H37N3O3

One molecule with the formula C20H37N3O3 (wB97M-V/def2-TZVPD, OMol25).

Geometry as XYZ:
```
63
Properties=species:S:1:pos:R:3:forces:R:3:nbo_charge:R:1
C -1.890 3.946 -0.439 0.2667 -0.0757 -0.1321 -0.624
C -0.494 3.614 0.087 -0.0358 -0.1374 0.0970 -0.215
C -0.309 4.156 1.502 0.0570 -0.0738 -0.2592 -0.604
C -0.189 2.110 0.055 0.2616 0.3074 -0.2199 -0.137
N -1.219 1.334 0.717 -0.0945 0.4410 -0.1063 -0.621
C -0.950 0.197 1.383 -0.4633 0.0238 0.2505 0.715
O 0.197 -0.176 1.572 0.2910 -0.1316 0.0528 -0.677
C -2.144 -0.578 1.935 -0.0368 -0.2806 0.2011 -0.308
C -1.786 -2.069 1.963 0.2911 0.0972 -0.0447 -0.394
C -1.678 -2.620 0.544 -0.3558 -0.1362 0.2231 -0.394
C -2.980 -2.424 -0.234 0.2737 0.0854 -0.3277 -0.216
C -2.852 -2.967 -1.654 -0.1346 0.0213 0.2934 -0.596
C -3.346 -0.939 -0.253 -0.2714 -0.2446 0.2080 -0.407
C -3.457 -0.397 1.171 0.1544 0.1606 -0.1437 -0.399
C -0.012 1.565 -1.378 -0.0658 -0.0845 0.5378 0.677
O -0.301 2.191 -2.379 -0.0471 0.2885 -0.3003 -0.642
N 0.436 0.299 -1.393 0.1491 -0.3436 -0.1316 -0.652
C 0.693 -0.389 -2.640 -0.1211 -0.0836 -0.2583 -0.217
C 1.860 -1.362 -2.511 0.0737 0.3225 0.0564 -0.412
C 3.108 -0.688 -1.935 -0.1203 -0.2359 -0.1174 -0.217
N 3.007 -0.550 -0.489 0.1525 -0.0292 0.0617 -0.461
C 3.753 0.586 0.028 -0.0327 0.0213 0.3705 -0.246
C 3.526 0.692 1.538 0.0163 0.3288 -0.2797 -0.084
O 3.945 -0.479 2.197 0.1910 -0.0341 0.1122 -0.526
C 3.208 -1.578 1.710 -0.0980 -0.3354 -0.2223 -0.079
C 3.427 -1.756 0.208 -0.0255 -0.0083 0.3515 -0.252
H -2.046 3.479 -1.407 -0.0988 0.0083 -0.0791 0.241
H -1.987 5.022 -0.561 -0.0860 0.0987 0.0274 0.218
H -2.665 3.622 0.254 -0.1357 0.0044 0.1246 0.184
H 0.235 4.089 -0.579 -0.0379 -0.0725 0.0235 0.220
H -0.981 3.650 2.193 -0.0740 -0.0260 0.1178 0.204
H -0.525 5.221 1.530 -0.0268 0.1138 0.0540 0.211
H 0.712 4.004 1.846 0.1118 0.0019 0.1007 0.208
H 0.745 1.919 0.599 -0.1375 0.0246 -0.0623 0.236
H -2.167 1.579 0.489 -0.0428 -0.1574 0.0831 0.409
H -2.278 -0.228 2.967 0.0568 0.0151 -0.0870 0.235
H -0.833 -2.197 2.478 -0.0891 -0.0245 0.0586 0.233
H -2.553 -2.615 2.516 -0.0352 0.0088 0.0420 0.200
H -0.866 -2.109 0.022 0.1037 0.0007 -0.1057 0.200
H -1.431 -3.683 0.585 0.0729 -0.0232 -0.0615 0.209
H -3.778 -2.972 0.279 -0.0119 0.0177 0.0408 0.190
H -3.786 -2.841 -2.199 -0.0763 -0.0042 -0.1255 0.208
H -2.068 -2.439 -2.193 0.1126 0.0691 -0.0922 0.199
H -2.604 -4.026 -1.639 0.0392 -0.1265 -0.0586 0.208
H -2.581 -0.392 -0.809 0.0416 0.0246 -0.1084 0.202
H -4.297 -0.801 -0.772 0.0247 0.0382 -0.0730 0.211
H -3.781 0.648 1.165 -0.0736 0.0207 0.0549 0.197
H -4.232 -0.958 1.700 -0.0244 0.0819 0.0324 0.214
H 0.835 -0.111 -0.554 -0.0168 0.2092 0.0554 0.451
H 0.899 0.371 -3.401 -0.0223 -0.1323 0.0440 0.217
H -0.208 -0.933 -2.953 0.0995 0.0856 -0.0877 0.189
H 2.084 -1.766 -3.499 -0.0581 -0.0766 0.0036 0.217
H 1.568 -2.192 -1.866 0.0308 -0.1424 -0.0164 0.200
H 4.006 -1.263 -2.217 0.0084 0.1157 0.0303 0.178
H 3.202 0.308 -2.373 0.0451 0.0077 -0.0069 0.201
H 3.396 1.496 -0.461 0.0316 0.0218 -0.0115 0.201
H 4.836 0.481 -0.165 -0.0465 0.0483 -0.0305 0.170
H 4.110 1.514 1.957 -0.0567 -0.0037 -0.0552 0.190
H 2.457 0.854 1.733 0.0896 0.0623 -0.0320 0.185
H 3.560 -2.454 2.257 -0.0491 0.0075 -0.0577 0.188
H 2.139 -1.419 1.901 0.0968 -0.0946 0.0041 0.199
H 2.836 -2.603 -0.145 0.0241 -0.0489 0.0059 0.201
H 4.495 -1.969 0.019 -0.0650 -0.0173 -0.0251 0.166
```
Forces are in eV/Å.

Summary:
HOMO energy	-8.6228	eV
spin multiplicity	1
LUMO	0.76	eV
SMILES string	CC(C)[C@@H](NC(=O)[C@H]1CC[C@@H](C)CC1)C(=O)NCCCN1CCOCC1
energy relative to the best compared isomer or geometry (same formula, charge and spin)	0.00	kJ/mol